(1)
Formula: C28H101N7O19
Source: the Open Molecules 2025 dataset
Level of theory: wB97M-V/def2-TZVPD

Values from the calculation:
molecular weight = 840.15 g mol⁻¹
multiplicity = 1
relative energy (zero: lowest compared OMol25 entry of this formula, charge and spin) = 1.140 eV
net charge = 0
HOMO = -9.2 eV
LUMO = -0.24 eV

CARTESIAN COORDINATES (ANGSTROEM)
C1 3.8456 -22.3435 -4.7190
C2 4.6694 -21.2679 -4.0102
C3 4.9783 -20.0851 -4.9594
O1 5.6059 -20.5544 -6.1153
C4 5.8942 -19.5052 -7.0310
N1 3.8707 -20.7939 -2.8553
H1 4.2556 -22.6542 -5.6802
H2 2.8162 -22.0472 -4.9279
H3 3.7615 -23.1684 -4.0142
H4 5.6098 -21.7223 -3.6847
H5 5.5610 -19.3293 -4.4023
H6 4.0677 -19.5310 -5.2338
H7 6.9660 -19.2994 -7.0714
H8 5.3483 -18.5931 -6.7904
H9 5.6158 -19.8425 -8.0296
H10 4.2206 -21.2556 -2.0144
H11 4.2919 -19.8743 -2.6681
C5 12.0328 -21.6915 4.2036
C6 12.0575 -20.3091 3.5090
C7 12.0455 -20.2947 1.9984
O2 10.8966 -20.9854 1.4791
C8 10.9527 -21.1552 0.0867
N2 11.0494 -19.3794 4.0284
H12 12.0036 -21.5799 5.2824
H13 12.9662 -22.1625 3.8827
H14 11.2048 -22.2886 3.8201
H15 13.0392 -19.9243 3.8040
H16 12.9625 -20.6752 1.5406
H17 11.9179 -19.2625 1.6537
H18 10.9248 -20.2911 -0.5893
H19 9.9494 -21.5807 -0.0625
H20 11.6908 -21.8787 -0.2701
H21 10.1235 -19.6545 3.7172
H22 10.9894 -19.3483 5.0373
C9 6.3915 -30.2214 -1.2254
C10 5.2588 -30.9847 -1.9397
C11 5.7145 -32.0145 -2.9825
O3 4.6218 -32.3755 -3.7984
C12 5.0124 -33.3137 -4.7801
N3 4.3523 -31.5648 -0.9869
H23 7.1597 -29.8884 -1.9227
H24 6.8608 -30.8651 -0.4758
H25 5.8697 -29.4582 -0.6481
H26 4.8255 -30.2474 -2.6415
H27 5.9798 -32.9358 -2.4413
H28 6.5338 -31.5576 -3.5485
H29 5.7108 -32.8795 -5.5012
H30 4.1095 -33.5802 -5.3271
H31 5.4450 -34.2141 -4.3371
H32 3.6433 -32.1046 -1.4725
H33 3.8539 -30.8767 -0.4350
C13 11.5243 -21.9908 -6.4984
C14 10.0902 -22.3271 -6.1241
C15 9.1443 -21.2512 -5.5945
O4 9.5179 -21.0604 -4.2463
C16 8.4890 -20.4856 -3.4795
N4 9.5842 -22.9966 -7.3504
H34 11.6476 -21.3439 -7.3733
H35 12.1107 -22.8968 -6.6527
H36 12.0277 -21.4093 -5.7156
H37 10.2282 -23.1200 -5.3825
H38 8.1394 -21.6474 -5.7719
H39 9.2833 -20.3282 -6.1704
H40 7.6096 -21.1408 -3.4072
H41 8.0832 -19.5694 -3.9226
H42 8.8175 -20.3476 -2.4503
H43 9.0726 -23.8380 -7.1146
H44 10.3620 -23.2452 -7.9392
C17 6.1906 -21.8483 0.0797
C18 5.9342 -23.1414 -0.7358
C19 6.8433 -24.2245 -0.1521
O5 6.7817 -25.3738 -0.9810
C20 7.6647 -26.3830 -0.5401
N5 4.5077 -23.4184 -0.6946
H45 7.2477 -21.6228 0.2244
H46 5.7085 -21.9161 1.0549
H47 5.7401 -21.0658 -0.5336
H48 6.1951 -22.9960 -1.7924
H49 6.5552 -24.4969 0.8688
H50 7.8788 -23.8605 -0.1039
H51 7.2298 -26.9946 0.2591
H52 8.6662 -26.0408 -0.2859
H53 7.7330 -27.1702 -1.2975
H54 4.3808 -24.2909 -1.2055
H55 4.2940 -23.5474 0.3048
C21 10.3565 -16.4536 -3.1135
C22 10.6176 -16.9634 -1.6883
C23 9.4436 -17.7806 -1.1865
O6 9.5154 -17.9295 0.2079
C24 8.4719 -18.7091 0.7339
N6 11.8816 -17.7067 -1.6794
H56 9.5188 -15.7650 -3.1827
H57 10.2699 -17.2629 -3.8390
H58 11.3024 -15.9603 -3.3530
H59 10.7182 -16.0850 -1.0400
H60 9.3855 -18.7750 -1.6554
H61 8.5319 -17.2596 -1.5108
H62 7.4911 -18.4642 0.3042
H63 8.3981 -18.6237 1.8125
H64 8.6382 -19.7434 0.4108
H65 12.6647 -17.0742 -1.8167
H66 12.0394 -18.0371 -0.7281
C25 11.8139 -26.6690 -3.6116
C26 11.5330 -25.1800 -3.5923
C27 10.0521 -24.8869 -3.3651
O7 9.2181 -25.4046 -4.3652
C28 7.8883 -24.9228 -4.3217
N7 12.3199 -24.5197 -2.5222
H67 12.8888 -26.8586 -3.6258
H68 11.4117 -27.0582 -4.5475
H69 11.3641 -27.1394 -2.7376
H70 11.8353 -24.7901 -4.5738
H71 9.9338 -23.8015 -3.2338
H72 9.7619 -25.3183 -2.3953
H73 7.7537 -23.8780 -4.6370
H74 7.4963 -24.9108 -3.3027
H75 7.3070 -25.5488 -4.9916
H76 12.1159 -23.5222 -2.6131
H77 13.2772 -24.5620 -2.8668
O8 4.0669 -22.1357 4.3751
H78 4.7041 -21.9857 5.0799
H79 4.3611 -21.5513 3.6698
O9 11.1957 -25.8317 -0.1136
H80 10.7647 -26.6086 -0.4860
H81 11.5337 -25.3300 -0.8884
O10 2.0980 -24.9011 -3.0063
H82 2.9798 -24.7807 -3.3813
H83 2.0500 -25.8412 -2.8049
O11 6.2558 -20.0990 2.6110
H84 5.6413 -20.0105 1.8684
H85 6.2506 -19.2315 3.0355
O12 9.4603 -29.2371 0.0720
H86 9.0560 -29.7220 -0.6581
H87 10.0438 -29.8770 0.4963
O13 8.4517 -22.1258 2.9534
H88 9.0993 -21.4630 2.6696
H89 7.5955 -21.6843 2.8163
O14 6.7740 -29.1910 2.1172
H90 6.8425 -28.3970 2.6591
H91 7.4611 -29.0866 1.4459
O15 1.7527 -22.7196 -0.5114
H92 1.3256 -23.3661 -1.0857
H93 2.7072 -22.9163 -0.5967
O16 2.3703 -26.4227 1.6834
H94 2.2927 -26.6631 2.6110
H95 2.8264 -25.5607 1.6905
O17 4.9708 -25.6058 -3.0035
H96 5.7400 -25.4388 -2.4168
H97 4.7609 -26.5376 -2.8767
O18 6.5602 -24.1812 3.4299
H98 7.3889 -23.9002 3.0023
H99 6.5098 -23.6604 4.2363
O19 4.0060 -24.1170 2.1200
H100 4.8755 -24.4764 2.3631
H101 3.8138 -23.4487 2.8008

Forces on atoms 1 to 3 (eV/Å):
C -0.10 -0.13 0.04
C -0.98 -0.03 -0.95
C -0.54 -0.07 1.01

=====

(2)
Formula: C49H38IrN6O4SSeTe
Source: the Open Molecules 2025 dataset
Level of theory: wB97M-V/def2-TZVPD

Values from the calculation:
molecular weight = 1205.72 g mol⁻¹
multiplicity = 2
relative energy (zero: lowest compared OMol25 entry of this formula, charge and spin) = 0.000 eV
net charge = +2
HOMO (spin up / spin down) = -12.5 / -12.6 eV
LUMO (spin up / spin down) = -6.90 / -6.90 eV

CARTESIAN COORDINATES (ANGSTROEM)
Ir1 0.3489 -0.7553 -0.4852
O1 4.0335 3.1881 2.2191
S1 2.6101 2.9974 1.9816
O2 1.9477 1.8500 2.6153
N1 2.1131 0.3665 -0.6733
C1 2.5189 0.7081 -2.0605
C2 3.0445 2.1526 -2.2034
C3 3.1283 2.5594 -3.6413
C4 2.3190 2.0466 -4.5677
C5 1.2716 1.0832 -4.1913
C6 0.1874 0.7679 -5.0078
C7 -0.7932 -0.0979 -4.5516
C8 -0.6868 -0.6227 -3.2796
N2 0.3566 -0.3264 -2.4887
C9 1.3168 0.4988 -2.9371
C10 1.7257 4.4559 2.4726
C11 0.6108 4.3336 3.2891
C12 -0.1225 5.4778 3.5739
C13 0.2568 6.7020 3.0423
C14 1.3828 6.8056 2.2309
C15 2.1225 5.6749 1.9291
H1 4.0043 2.2292 -1.6953
H2 3.8440 3.3301 -3.8991
H3 2.3611 2.3769 -5.5974
H4 0.1133 1.2147 -5.9920
H5 -1.6446 -0.3520 -5.1675
H6 -1.4231 -1.2927 -2.8603
H7 0.3385 3.3709 3.6997
H8 -0.9932 5.4104 4.2131
H9 -0.3231 7.5880 3.2661
H10 1.6822 7.7674 1.8365
H11 3.0158 5.7394 1.3203
C16 -6.1433 -2.0049 2.2416
C17 -4.8151 -1.9841 1.5197
C18 -4.2740 -3.1345 0.9483
C19 -3.0510 -3.1484 0.2954
C20 -2.5598 -4.5089 -0.1307
O3 -2.8122 -5.4580 0.5752
C21 -1.8307 -4.7502 -1.4242
C22 -2.0739 -3.9886 -2.5585
C23 -1.4859 -4.3311 -3.7688
C24 -0.6408 -5.4326 -3.8465
C25 -0.4011 -6.2015 -2.7135
C26 -1.0035 -5.8647 -1.5070
C27 -2.2999 -1.9646 0.1994
O4 -1.1252 -2.0211 -0.4000
C28 -2.8030 -0.7981 0.7967
C29 -4.0625 -0.8425 1.4422
C30 -2.0630 0.4394 0.8037
N3 -0.9336 0.6691 0.1842
C31 -0.3226 2.0266 0.3072
C32 0.0038 2.5970 -1.0635
Te1 1.8316 3.6833 -1.1885
C33 3.0128 0.4477 0.1716
C34 4.0614 0.2481 0.9104
C35 4.8039 -0.9747 0.5788
C36 4.9013 -1.5239 -0.6396
C37 4.4668 -1.0921 -1.9829
C38 3.6043 -0.2387 -2.5568
C39 -2.6582 1.5550 1.6105
C40 -2.2255 1.7324 2.9191
C41 -2.7936 2.7259 3.7035
C42 -3.7871 3.5438 3.1807
C43 -4.2161 3.3652 1.8717
C44 -3.6561 2.3670 1.0858
H12 -6.6452 -2.9621 2.1153
H13 -6.8046 -1.2187 1.8768
H14 -6.0032 -1.8385 3.3106
H15 -4.8118 -4.0733 1.0185
H16 -2.7639 -3.1530 -2.5010
H17 -1.7086 -3.7622 -4.6641
H18 -0.1957 -5.7075 -4.7949
H19 0.2195 -7.0873 -2.7769
H20 -0.8725 -6.4813 -0.6263
H21 -4.4473 0.0550 1.9087
H22 0.5526 1.9062 0.9429
H23 -0.9962 2.7093 0.8091
H24 -0.7539 3.2987 -1.4097
H25 0.0534 1.8093 -1.7930
H26 4.3684 0.9078 1.7121
H27 5.3637 -1.4227 1.3919
H28 5.5256 -2.4097 -0.6870
H29 5.0448 -1.6220 -2.7347
H30 3.6408 -0.2313 -3.6420
H31 -1.4576 1.0835 3.3278
H32 -2.4669 2.8541 4.7281
H33 -4.2330 4.3152 3.7947
H34 -4.9967 3.9946 1.4646
H35 -4.0017 2.2120 0.0698
Se1 2.3961 -3.9046 -1.4852
N4 2.9104 -4.5462 0.0630
C45 2.4902 -3.7257 1.0172
C46 2.6610 -3.8055 2.4362
C47 2.1426 -2.7927 3.1847
C48 1.4110 -1.7119 2.5860
N5 1.2255 -1.6364 1.2965
C49 1.7835 -2.6061 0.5330
N6 1.6298 -2.4750 -0.7631
H36 3.1763 -4.6459 2.8827
H37 2.2550 -2.7955 4.2598
H38 0.9928 -0.9166 3.1916

Forces on atoms 1 to 3 (eV/Å):
Ir 2.04 0.32 -0.38
O -0.09 0.01 -0.20
S 0.14 0.07 0.72